(1)
C4H11B3CeO4 | ωB97M-V with the def2-TZVPD basis set

Results
- Net charge: +3
- E_HOMO (spin up / spin down): -20.481 / -20.482 eV
- LUMO energy (spin up / spin down): -14.6 / -14.5 eV
- Multiplicity: 2

Last column: Mulliken charge in e.
Atoms and positions in Å:
Ce 1.6406 0.1170 -2.1032  1.66
O 3.3398 -2.3407 0.1768  -0.23
O 1.0001 -2.7601 0.1993  -0.24
O -0.8507 -0.1053 -0.1142  -0.27
O 2.0164 -1.6427 -1.6560  -0.18
C 0.5000 -0.2008 0.0921  -0.18
C -1.2451 1.3144 -0.3233  -0.54
C -2.7286 2.5288 1.3119  -1.26
C -2.6561 1.5646 0.1318  -0.37
B 2.2696 -3.2430 0.5751  0.24
B 3.3571 -2.1133 -1.1098  0.23
B 1.1371 -1.6290 -0.4075  0.45
H -3.5029 2.2478 2.0006  0.34
H 2.4793 -4.2835 1.0649  0.15
H 0.7513 -0.1014 1.1482  0.50
H -3.1762 2.0279 -0.6873  0.36
H -1.8018 2.5848 1.8621  0.38
H -1.1342 1.5178 -1.3960  0.18
H 4.2894 -2.2669 -1.8182  0.16
H -3.1319 0.6282 0.3647  0.31
H -0.5732 1.9807 0.2035  0.57
H -2.9533 3.5244 0.9789  0.36
H 0.9733 0.6504 -0.4944  0.38

---

(2)
C3H2F2S2 | ωB97M-V with the def2-TZVPD basis set

Results
- Net charge: 0
- E_HOMO: -8.907 eV
- Energy above the lowest of the compared OMol25 structures with the same formula, charge and spin: 43.9 kcal/mol
- LUMO energy: -0.1 eV

Last column: natural (NBO) charge in e.
Atoms and positions in Å:
S 1.9830 1.6671 0.5883  0.13
S 3.2388 0.2014 -0.0712  0.12
F 2.5248 -2.3453 -0.1799  -0.30
F 0.2699 1.6204 -1.4372  -0.31
C 2.0383 -1.1041 -0.1800  0.21
C 0.8010 -0.7557 -0.2630  -0.32
C 0.5033 1.2000 -0.2249  0.06
H -0.1025 -1.2248 -0.1818  0.21
H -0.2807 1.1130 0.5199  0.20

---

(3)
C37H42N6OP2PtS | ωB97M-V with the def2-TZVPD basis set

Results
- Net charge: +2
- E_HOMO: -13.240 eV
- Energy above the lowest of the compared OMol25 structures with the same formula, charge and spin: 0.0 kcal/mol
- LUMO energy: -6.2 eV

Last column: Mulliken charge in e.
Atoms and positions in Å:
Pt -0.3914 -0.0391 0.6863  1.91
S -0.4256 4.6039 2.6227  -0.30
P 1.6960 -0.7139 0.1464  2.30
P -1.1770 -0.3308 -1.3320  1.11
O -4.1905 -1.2991 2.0951  -0.43
N -2.2887 2.6751 2.4571  -0.26
N -0.3616 2.4721 1.1325  0.60
N 3.4667 -2.7218 0.5416  0.15
N -2.2153 -0.3961 1.6573  -0.09
N 4.2817 -0.4590 0.9735  0.19
N 3.9269 -1.2092 -1.3268  0.17
C 2.0194 5.2472 1.3671  -0.40
C 0.1061 -2.7176 -4.4015  -0.81
C -3.8087 -0.8412 -0.1940  0.19
C 0.1894 1.5392 -2.8937  -0.53
C -1.0803 3.1153 2.0123  -0.04
C 3.9280 -2.5944 -0.8432  -0.97
C 0.2540 -0.3636 3.5253  -0.06
C -3.5081 -1.3568 3.3738  -0.80
C 0.9347 4.4003 1.5510  0.63
C -0.3174 -1.5989 -3.6953  -0.58
C 4.2840 -1.8579 1.3947  -0.99
C -5.1665 -1.1029 -0.3881  -0.75
C 0.7796 3.2226 0.8185  -1.23
C -0.6251 3.7598 -3.3071  -0.82
C -0.9690 -1.2596 3.6777  0.22
C 2.5638 -0.7081 -1.4809  -1.04
C -0.0188 -4.0440 -2.3956  -0.71
C 4.7220 -0.3782 -0.4186  -1.00
C -5.7082 -1.1316 -1.6598  -0.71
C 0.2641 -3.9338 -3.7535  -0.66
C -2.9767 -0.6189 -1.2998  0.51
C -0.9798 1.2347 -2.1936  0.51
C -4.8931 -0.9097 -2.7579  -0.85
C 0.3597 2.7935 -3.4571  -1.09
C -0.5712 -1.6995 -2.3293  1.19
C -1.7819 3.4716 -2.5950  -0.85
C -0.4348 -2.9307 -1.6861  -0.74
C -3.3375 -0.8274 1.2001  0.66
C 2.9551 4.9071 0.4060  -0.95
C -2.2172 -0.5651 3.1455  -0.01
C 2.9723 0.1522 1.1653  -1.14
C 2.0411 -2.4404 0.6810  -1.13
C -1.9622 2.2153 -2.0399  -0.90
C -1.1416 -1.6184 5.1537  -1.70
C -3.5426 -0.6621 -2.5746  -0.84
C 2.7970 3.7494 -0.3577  -1.09
C 1.7165 2.9080 -0.1587  0.04
H 1.1861 -0.8791 3.7442  0.51
H -1.3539 -0.7247 5.7480  0.41
H -3.3297 -2.4081 3.5939  0.41
H 5.7572 -0.7152 -0.4665  0.30
H -2.9229 -0.4989 -3.4481  0.40
H 2.1260 6.1552 1.9473  0.45
H -0.8269 -2.1736 3.0904  0.11
H 2.0256 -1.3417 -2.1929  0.34
H -5.3029 -0.9317 -3.7597  0.48
H -2.2737 0.4279 3.5940  0.40
H 1.7470 -2.5626 1.7267  0.34
H 2.5873 0.3104 -1.8721  0.36
H -0.4557 -0.6638 -4.2221  0.42
H 1.5767 2.0228 -0.7669  0.93
H 1.2622 3.0179 -4.0105  0.51
H -2.8904 3.3269 2.9340  0.27
H 2.9931 1.2082 0.9149  0.24
H 0.1830 0.5350 4.1425  0.48
H -0.4915 4.7397 -3.7477  0.45
H 4.9486 -2.9725 -0.8887  0.32
H -6.7640 -1.3304 -1.7914  0.46
H 1.4561 -3.1402 0.0867  0.30
H -0.6618 -3.0150 -0.6286  0.50
H -2.7463 2.0038 1.8650  0.09
H 0.3074 -2.6351 -5.4618  0.49
H 0.3575 0.0541 2.4905  -1.05
H 3.5260 3.5146 -1.1244  0.46
H 0.9726 0.7997 -3.0089  0.61
H 2.6959 0.0717 2.2183  0.49
H 4.6834 0.6599 -0.7531  0.41
H -0.2276 -2.0656 5.5463  0.44
H 0.5946 -4.8023 -4.3088  0.44
H 3.8061 5.5533 0.2342  0.45
H -5.7996 -1.2795 0.4687  0.55
H -1.9457 -2.3359 5.3198  0.41
H 5.3107 -2.2230 1.3580  0.35
H 3.9323 -1.9298 2.4255  0.42
H -4.1673 -0.9322 4.1237  0.30
H 0.0781 -5.0005 -1.8963  0.48
H 3.3025 -3.2058 -1.4965  0.43
H -2.5498 4.2259 -2.4788  0.49
H -2.8736 2.0028 -1.4937  0.45